1.
Molecular formula: C18H21ClN2O3S
Method: DFT, wB97M-V/def2-TZVPD

XYZ file:
```
46
Properties=species:S:1:pos:R:3
C 4.10 0.74 -0.44
C 3.10 -0.37 -0.33
C 3.51 -1.70 -0.19
Cl 5.19 -2.07 -0.12
C 2.60 -2.74 -0.11
C 1.25 -2.47 -0.16
C 0.81 -1.16 -0.27
C 1.73 -0.12 -0.35
N 1.29 1.23 -0.42
C 0.34 1.65 -1.43
C -1.07 1.02 -1.33
O -1.51 0.34 -2.24
N -1.72 1.35 -0.21
C -3.00 0.76 0.22
C -4.09 1.03 -0.81
C -2.76 -0.70 0.53
C -2.17 -1.02 1.75
C -1.86 -2.34 2.06
C -2.14 -3.34 1.15
C -2.72 -3.03 -0.07
C -3.03 -1.71 -0.38
S 1.46 2.17 0.94
C 2.44 3.60 0.40
O 2.19 1.43 1.92
O 0.17 2.70 1.32
H 3.69 1.55 -1.04
H 4.34 1.11 0.55
H 5.02 0.37 -0.90
H 2.96 -3.76 -0.01
H 0.53 -3.27 -0.11
H -0.24 -0.96 -0.29
H 0.23 2.73 -1.33
H 0.73 1.40 -2.41
H -1.21 1.89 0.49
H -3.26 1.27 1.15
H -5.01 0.53 -0.51
H -4.28 2.10 -0.87
H -3.79 0.68 -1.79
H -1.94 -0.24 2.45
H -1.40 -2.57 3.00
H -1.90 -4.37 1.39
H -2.94 -3.81 -0.78
H -3.47 -1.48 -1.34
H 2.09 4.45 0.98
H 2.26 3.76 -0.66
H 3.48 3.40 0.60
```

Computed properties:
LUMO   0.43 eV
Charge   0
Multiplicity   1

2.
Molecular formula: C5H24N10O7
Method: DFT, wB97M-V/def2-TZVPD

XYZ file:
```
46
Properties=species:S:1:pos:R:3
N 0.83 -3.35 4.73
C 0.40 -3.07 3.52
N 1.08 -2.22 2.86
O -0.66 -3.50 3.09
H 1.75 -3.13 5.10
H 0.18 -3.68 5.42
H 1.74 -1.64 3.36
H 0.69 -1.86 2.00
N 2.46 0.36 -3.89
C 1.31 0.43 -3.42
N 1.02 1.61 -3.14
O 0.62 -0.55 -3.10
H 3.18 1.07 -3.76
H 2.70 -0.62 -3.89
H 1.63 2.31 -3.55
H 0.14 1.86 -2.73
N -0.81 1.63 3.43
C -1.96 1.41 2.90
N -2.12 2.06 1.83
O -2.77 0.71 3.47
H -0.51 1.13 4.26
H -0.21 2.32 3.01
H -1.37 2.68 1.56
H -2.95 1.79 1.30
N -1.80 2.88 -2.22
C -2.40 1.74 -2.05
N -3.24 1.38 -3.05
O -2.17 1.06 -1.11
H -1.20 3.35 -1.56
H -1.93 3.35 -3.10
H -3.86 0.62 -2.82
H -3.54 2.22 -3.53
N 2.55 -2.09 -1.03
C 3.38 -1.30 -0.40
N 2.97 -0.78 0.66
O 4.61 -1.29 -0.52
H 1.57 -1.97 -0.81
H 2.80 -2.73 -1.77
H 1.97 -0.78 0.84
H 3.48 -0.14 1.26
O -3.04 -1.30 -0.37
H -3.77 -1.51 -0.95
H -2.70 -0.47 -0.70
O 0.24 -0.22 -0.15
H 0.33 -0.03 -1.08
H -0.56 0.25 0.11
```

Computed properties:
LUMO   -0.36 eV
Charge   0
Multiplicity   1

3.
Molecular formula: C4H9N2O3
Method: DFT, wB97M-V/def2-TZVPD

XYZ file:
```
18
Properties=species:S:1:pos:R:3
N 2.11 -0.60 1.25
C 0.98 -0.66 0.66
O 0.42 -1.64 -0.03
C -0.07 0.59 0.92
O 0.08 0.68 2.28
N -1.33 0.29 0.49
C -1.45 0.28 -0.97
C -0.44 0.41 -1.81
O -0.59 0.73 -3.10
H 2.80 -1.39 1.05
H 2.30 0.38 1.69
H 0.87 -2.58 -0.09
H 0.21 1.44 0.41
H -0.61 1.34 2.56
H -1.82 -0.49 0.98
H -2.44 0.14 -1.33
H 0.54 0.37 -1.39
H -1.54 0.71 -3.56
```

Computed properties:
LUMO   -3.82 eV
Charge   +1
Multiplicity   1

4.
Molecular formula: C20H28N4O3S3
Method: DFT, wB97M-V/def2-TZVPD

XYZ file:
```
58
Properties=species:S:1:pos:R:3
C 0.03 4.53 -7.74
C 0.08 3.52 -6.61
S 1.53 2.43 -6.82
C 1.35 1.46 -5.41
N 0.40 1.59 -4.55
N 0.47 0.74 -3.54
C 1.47 -0.07 -3.59
N 1.79 -1.05 -2.70
C 1.14 -1.50 -1.56
O 1.60 -2.48 -1.02
C -0.05 -0.71 -1.09
C 0.39 0.60 -0.43
C 1.11 0.33 0.88
N 0.29 -0.44 1.80
S -0.90 0.46 2.60
O -0.29 1.69 3.03
O -2.06 0.63 1.75
C -1.21 -0.59 4.04
C -2.43 -1.25 4.24
C -3.58 -1.22 3.29
C -2.58 -2.01 5.41
C -3.85 -2.75 5.68
C -1.55 -2.07 6.33
C -0.34 -1.42 6.12
C 0.73 -1.53 7.16
C -0.16 -0.69 4.94
C 1.15 -0.01 4.69
C -0.20 -1.68 1.24
C -0.91 -1.51 -0.10
S 2.49 0.18 -5.02
H -0.84 5.17 -7.61
H 0.92 5.14 -7.75
H -0.06 4.02 -8.70
H -0.80 2.88 -6.60
H 0.19 4.00 -5.64
H 2.60 -1.60 -2.94
H -0.65 -0.47 -1.98
H 1.03 1.17 -1.10
H -0.50 1.19 -0.22
H 1.35 1.26 1.39
H 2.03 -0.24 0.71
H -3.77 -2.22 2.90
H -3.40 -0.55 2.46
H -4.48 -0.89 3.81
H -4.08 -3.45 4.88
H -3.78 -3.31 6.62
H -4.69 -2.06 5.76
H -1.68 -2.64 7.23
H 0.36 -2.07 8.03
H 1.06 -0.54 7.49
H 1.60 -2.07 6.78
H 1.06 1.06 4.84
H 1.45 -0.16 3.65
H 1.93 -0.40 5.34
H -0.88 -2.12 1.98
H 0.66 -2.35 1.12
H -1.14 -2.49 -0.51
H -1.84 -0.96 0.06
```

Computed properties:
LUMO   0.39 eV
Charge   0
Multiplicity   1

Listing HOMO-LUMO gap for the structures above in their given order: 9.4543 8.4639 7.9711 8.9558 eV.
Listing energy relative to the best compared isomer or geometry (same formula, charge and spin) for the structures above in their given order: 0.552 3.885 2.447 0.000 eV.
Listing HOMO energy for the structures above in their given order: -9.02 -8.82 -11.79 -8.57 eV.